[1]
99
Properties=species:S:1:pos:R:3:forces:R:3:mulliken_charge:R:1 method="wB97M-V/def2-TZVPD" e_tot_ha=-5316.79790 e_lumo_ha=0.050 orbital_gap_ev=4.83 charge=-1 homo_ev=-3.5
C 0.22016 2.42373 8.00021 0.29 0.01 -0.29 -1.15
P -0.85146 3.40631 6.86886 -0.98 -0.51 0.44 0.17
O -0.83601 4.88617 7.66660 0.48 0.06 -0.27 -0.47
P 0.47845 3.93165 5.06934 0.83 0.12 -0.40 -0.03
P -0.27057 6.09102 5.01739 0.51 0.46 0.64 0.30
N 0.56269 7.20715 5.80315 -0.22 -0.16 -0.30 -0.72
C 1.08289 2.08891 4.88679 -0.23 0.23 -0.50 0.73
F 1.99366 1.74636 5.85244 0.21 -0.12 0.37 -0.34
F 1.82260 2.01244 3.70853 0.33 0.00 -0.20 -0.27
C 0.04092 0.98778 4.77639 0.05 -0.39 -0.29 -0.95
C -0.52492 0.82544 3.35044 -0.47 -0.10 0.45 -0.61
Si -2.31236 0.26315 3.16234 -0.01 -0.34 -0.08 0.03
C -2.46276 -1.61265 3.39385 0.04 0.42 0.14 -1.29
C -2.79526 0.62206 1.37372 0.16 0.01 0.62 -0.95
C -3.53323 1.07690 4.33814 -0.21 0.01 0.16 0.61
C -3.55686 2.46326 4.50299 -0.44 0.15 0.31 -0.04
C -4.46260 3.08838 5.36415 0.08 -0.64 -0.17 -0.67
C -5.38300 2.32564 6.07912 0.50 0.19 -0.43 -0.45
C -5.38671 0.94671 5.92118 0.18 0.05 -0.15 -0.60
C -4.47508 0.33119 5.06785 0.00 0.49 0.01 -0.37
H -0.14224 2.49189 9.02035 -0.18 0.10 0.19 0.42
H 1.27212 2.70363 7.97183 0.09 0.16 0.03 0.27
H 0.14610 1.38483 7.69436 0.02 -0.25 0.01 0.29
H -1.42253 4.80274 8.41539 -0.27 0.17 0.23 0.33
H -0.63471 3.60734 4.14929 -0.18 0.02 0.07 -0.35
H 1.31671 4.32557 3.92886 -0.14 -0.01 -0.01 -0.20
H 1.57009 4.29972 5.97144 -0.13 -0.05 0.14 0.12
H -0.31753 6.37294 3.62687 -0.23 -0.26 -0.10 0.04
H -1.66217 6.05385 5.34065 -0.05 -0.01 -0.20 -0.01
H 0.90268 7.88605 5.13281 0.07 0.18 0.08 0.20
H 0.57545 0.06785 5.00937 0.04 -0.18 0.24 0.31
H -0.75057 1.08193 5.51439 -0.08 0.32 0.17 0.21
H -0.39816 1.73634 2.77684 0.04 0.21 -0.11 0.47
H 0.05549 0.04800 2.85952 0.17 0.00 -0.36 0.50
H -3.16045 -2.00932 2.66327 -0.12 -0.17 -0.13 0.32
H -2.82223 -1.87797 4.38223 -0.05 -0.05 0.20 0.45
H -1.50567 -2.10618 3.26712 0.21 -0.10 -0.17 0.34
H -2.24872 -0.04972 0.72291 0.13 -0.11 -0.24 -0.02
H -3.85795 0.45780 1.23650 -0.23 0.01 -0.14 0.38
H -2.53954 1.64760 1.12757 -0.06 0.20 -0.16 0.41
H -2.85825 3.09435 3.97761 0.25 0.04 -0.11 0.20
H -4.41603 4.15728 5.48320 -0.03 0.21 0.05 0.40
H -6.06875 2.81896 6.74657 -0.19 0.00 0.17 0.38
H -6.09576 0.34626 6.46726 -0.13 -0.14 0.10 0.37
H -4.52030 -0.74025 4.97182 0.06 -0.23 -0.04 0.25
C -2.19273 -2.48355 -3.23108 -0.11 0.42 -0.36 -0.89
C -2.40752 -2.62080 -1.71636 -0.09 -0.29 -0.09 0.97
C -1.16675 -2.58763 -0.82184 0.13 0.13 0.18 0.02
F -0.35601 -3.63458 -1.09051 -0.03 -0.01 -0.05 -0.24
F -1.55525 -2.67332 0.46785 -0.01 -0.06 -0.08 -0.20
F -3.13647 -3.72680 -1.45216 0.05 0.03 0.00 -0.29
F -3.14493 -1.53857 -1.34870 -0.02 0.11 0.01 -0.28
O -2.21982 -3.67811 -3.99325 -0.01 -0.28 0.39 -0.39
C -1.09896 -4.40674 -4.24762 -0.09 0.25 -0.10 0.85
C -1.21930 -5.82839 -3.69349 -0.02 -0.13 0.01 0.15
F -1.36104 -5.80030 -2.35810 0.04 -0.02 0.01 -0.21
F -0.08669 -6.50608 -3.99456 0.01 -0.04 0.00 -0.26
F 0.02395 -3.80379 -3.82720 0.02 -0.02 0.07 -0.29
F -0.99626 -4.53690 -5.59708 0.09 0.01 -0.19 -0.30
H -3.06184 -1.93057 -3.58210 -0.03 -0.01 0.02 0.46
H -1.32011 -1.87266 -3.46082 0.12 -0.10 0.14 0.33
H -0.60943 -1.65649 -0.95842 -0.02 0.00 -0.04 0.37
H -2.07705 -6.33376 -4.14133 0.00 0.01 -0.01 0.25
C 0.64239 -5.87749 -9.63235 0.01 -0.53 0.26 -0.76
C 1.61951 -4.69320 -9.58493 -0.09 0.01 -0.33 0.86
C 1.18969 -3.45734 -8.79452 0.05 0.13 0.21 0.23
F 0.09412 -2.89193 -9.34076 -0.01 -0.05 -0.03 -0.22
F 2.19202 -2.54918 -8.82529 -0.03 -0.03 -0.03 -0.28
F 1.98223 -4.33918 -10.83582 -0.02 0.01 0.05 -0.28
F 2.73257 -5.15335 -8.94492 0.04 -0.05 0.09 -0.33
O -0.14334 -6.01788 -10.79987 0.17 0.45 -0.16 -0.40
C -1.37768 -5.44593 -10.91823 0.05 -0.23 0.09 0.84
C -1.42363 -4.47005 -12.09699 -0.02 0.05 -0.11 0.17
F -0.54284 -3.46974 -11.91079 -0.02 0.02 0.01 -0.22
F -2.66526 -3.94174 -12.17422 -0.02 0.03 -0.02 -0.26
F -1.79199 -4.86524 -9.78126 0.03 0.07 0.03 -0.28
F -2.25547 -6.43426 -11.20806 -0.12 -0.07 0.03 -0.31
H 1.28231 -6.75808 -9.64006 0.03 0.01 -0.01 0.40
H 0.04008 -5.93684 -8.72565 -0.03 0.21 0.00 0.40
H 0.98405 -3.71786 -7.75240 -0.03 -0.01 -0.02 0.17
H -1.18958 -4.99277 -13.02618 0.00 -0.01 0.01 0.25
C 5.65884 1.70587 1.43199 -0.14 -0.58 0.29 -0.62
C 6.78420 2.72002 1.67889 -0.05 0.01 -0.30 0.85
C 6.42883 4.01792 2.40836 0.05 0.06 0.13 0.12
F 5.57154 4.75582 1.68141 0.00 0.00 -0.05 -0.22
F 7.56798 4.73713 2.57256 -0.04 -0.01 0.00 -0.29
F 7.42062 3.00517 0.52068 -0.03 0.01 0.03 -0.29
F 7.68084 2.08780 2.49390 0.02 -0.03 0.09 -0.33
O 5.07012 1.69202 0.14495 0.35 0.48 -0.21 -0.40
C 3.97375 2.46728 -0.12364 0.07 -0.39 0.28 0.80
C 4.23907 3.42377 -1.28850 0.04 0.03 -0.12 0.16
F 5.25261 4.25924 -0.99021 -0.01 0.02 0.02 -0.22
F 3.12815 4.15817 -1.51505 -0.01 0.03 -0.02 -0.25
F 3.54776 3.10730 0.96495 -0.21 0.21 -0.06 -0.25
F 2.98651 1.63445 -0.53581 -0.18 0.00 -0.02 -0.31
H 6.14459 0.73475 1.51056 0.04 0.01 -0.02 0.39
H 4.90585 1.74398 2.21982 0.02 0.19 0.01 0.30
H 5.99707 3.80924 3.39047 -0.03 0.01 -0.03 0.30
H 4.49108 2.85808 -2.18775 0.00 -0.01 0.01 0.24

***

[2]
74
Properties=species:S:1:pos:R:3:forces:R:3:mulliken_spin:R:1 method="wB97M-V/def2-TZVPD" s2=2.0200 multiplicity=3 e_tot_ha=-4190.05598 e_lumo_ha="-0.084 / -0.165" orbital_gap_ev="8.15 / 6.60" charge=+1 homo_ev="-10.4 / -11.1" de_lowest_ev=0.000
Pt -0.28078 0.02223 0.82393 -0.24 -0.19 0.26 1.18
C 1.97583 0.52269 -2.01504 0.03 0.05 0.00 0.01
C 2.11571 -0.68248 -1.10735 0.00 -0.10 0.02 -0.02
N 0.82479 -1.25571 -0.66176 0.11 -0.01 -0.13 0.14
C -0.08273 -1.55020 -1.80247 -0.03 0.06 0.03 0.01
C 0.47749 -2.49541 -2.85446 -0.01 -0.04 -0.02 0.01
C 1.09082 -2.43827 0.17953 -0.02 -0.04 0.02 0.01
C -0.16600 -2.92196 0.87462 -0.05 -0.04 0.06 -0.06
N -0.90561 -1.76961 1.38394 0.23 -0.03 -0.15 0.52
C -1.97727 -1.99034 2.24189 0.01 0.08 -0.08 -0.06
C -3.14077 -1.22663 2.09187 -0.17 -0.04 0.08 0.11
F -3.23281 -0.34361 1.09529 -0.01 0.00 0.00 0.02
C -4.22316 -1.38695 2.93790 0.04 0.05 -0.07 -0.05
F -5.30649 -0.63930 2.73112 -0.01 -0.01 0.01 0.00
C -4.19880 -2.30098 3.97094 0.08 -0.03 -0.01 0.08
C -3.05213 -3.05204 4.13869 0.03 0.04 -0.07 -0.04
F -2.96445 -3.92854 5.13736 -0.02 -0.02 0.04 0.00
C -1.96276 -2.90575 3.29940 -0.06 -0.02 0.13 0.07
F -0.85962 -3.61630 3.57115 0.01 0.00 -0.02 0.00
H 2.94960 1.00332 -2.11620 0.00 0.01 0.00 0.00
H 1.27039 1.24688 -1.60557 0.00 0.01 0.03 0.00
H 1.64555 0.24717 -3.01582 -0.01 0.00 0.00 0.00
H 2.66698 -0.42555 -0.20035 -0.02 0.05 -0.01 0.00
H 2.69077 -1.46413 -1.61785 0.02 0.00 0.03 0.00
H -0.34108 -0.59107 -2.25007 -0.01 -0.03 -0.01 0.00
H -1.00805 -1.94310 -1.38375 0.01 -0.02 0.00 -0.01
H 1.32361 -2.06654 -3.39037 0.01 0.00 0.01 0.00
H -0.30026 -2.70413 -3.58829 0.00 0.01 -0.01 0.00
H 0.78910 -3.45262 -2.43617 -0.02 -0.01 0.01 0.00
H 1.81941 -2.12716 0.93114 -0.01 -0.01 0.00 0.00
H 1.54141 -3.25133 -0.39765 -0.02 0.02 -0.01 0.00
H 0.11278 -3.62243 1.66194 -0.02 0.04 -0.03 0.02
H -0.82349 -3.46913 0.18827 0.03 0.01 -0.01 0.03
H -5.04563 -2.42130 4.63052 -0.01 0.00 0.01 0.01
C 3.04656 5.42621 2.46543 0.00 -0.01 0.03 0.00
C 2.94160 6.08617 1.09159 0.01 0.03 -0.01 0.00
C 1.93994 5.42809 0.14111 -0.07 0.01 -0.02 0.00
C 2.44197 4.19680 -0.59976 0.07 -0.06 -0.03 0.01
N 2.93964 3.13531 0.28005 0.07 -0.04 0.04 0.00
C 2.18858 2.31106 1.02705 -0.19 0.05 -0.03 0.02
Se 0.29734 2.34464 1.04211 0.23 0.20 -0.10 0.04
N 2.99705 1.53369 1.76702 -0.01 0.03 0.02 0.01
C 2.57524 0.56688 2.77805 -0.02 -0.06 -0.10 0.01
C 2.31265 1.21159 4.12907 -0.06 0.01 -0.01 0.00
C 1.92528 0.16972 5.17657 0.02 0.00 0.00 0.00
C 0.66451 -0.60956 4.81065 -0.04 -0.01 -0.01 0.00
C 4.31791 1.86976 1.49260 0.02 -0.04 0.01 0.00
C 5.51555 1.37838 1.99939 -0.02 0.02 -0.02 0.00
C 6.67359 1.94655 1.50741 0.02 0.02 -0.01 0.00
C 6.64068 2.96893 0.54779 0.00 -0.02 0.01 0.00
C 5.44931 3.45866 0.04953 -0.01 -0.03 0.03 0.00
C 4.28331 2.88299 0.54249 -0.01 0.05 -0.02 0.00
H 3.59495 6.06390 3.15786 0.02 0.01 0.00 0.00
H 3.56610 4.46752 2.44096 0.00 -0.01 -0.01 0.00
H 2.05378 5.26008 2.88947 -0.01 0.01 0.00 0.00
H 3.92718 6.13883 0.61758 0.01 -0.01 0.01 0.00
H 2.63004 7.12211 1.23488 -0.01 0.00 0.00 0.00
H 1.64242 6.13657 -0.63579 0.02 0.02 0.01 0.00
H 1.02656 5.18003 0.68774 0.01 -0.02 -0.01 0.01
H 3.27838 4.45770 -1.24799 -0.03 0.01 -0.02 0.00
H 1.65919 3.76744 -1.22530 -0.03 0.02 0.03 0.00
H 3.35209 -0.19837 2.83999 0.03 0.05 0.02 0.00
H 1.67115 0.09191 2.39309 0.05 -0.02 0.07 -0.03
H 1.49790 1.93283 4.01163 0.02 0.01 -0.01 0.00
H 3.19526 1.77352 4.44465 0.03 -0.04 0.03 0.00
H 1.77339 0.67697 6.13017 0.00 0.02 0.00 0.00
H 2.75876 -0.52225 5.33066 0.00 -0.01 0.00 0.00
H -0.15261 0.06988 4.55517 -0.01 0.02 0.01 0.00
H 0.33434 -1.23374 5.64011 0.01 -0.01 0.02 0.00
H 0.81993 -1.27124 3.95570 0.01 -0.01 -0.02 0.00
H 5.54436 0.59935 2.74802 0.00 -0.01 0.01 0.00
H 7.62936 1.59981 1.87458 0.01 0.00 0.00 0.00
H 7.57178 3.38810 0.19316 0.01 0.00 0.00 0.00
H 5.43464 4.25397 -0.68166 0.00 0.01 -0.01 0.00

***

[3]
84
Properties=species:S:1:pos:R:3:forces:R:3:mulliken_charge:R:1 method="wB97M-V/def2-TZVPD" e_tot_ha=-3677.09239 e_lumo_ha=0.150 orbital_gap_ev=7.26 charge=-2 homo_ev=-3.2 de_lowest_ev=0.000
Tl 0.16854 0.56183 1.14682 -0.02 -0.01 -0.04 1.26
O -3.58296 -2.49596 2.60447 -0.03 -0.05 0.02 -0.78
C -2.98249 -1.46038 2.26840 0.09 0.05 0.01 0.08
O -1.74550 -1.23558 2.31190 -0.01 0.06 0.00 -0.43
C -3.84254 -0.29654 1.70568 -0.04 0.00 0.02 -0.92
P -3.15834 0.30248 0.10858 0.01 -0.07 0.09 0.88
C -3.76059 -0.99184 -1.04675 -0.03 0.01 -0.05 0.67
C -4.16608 -2.26071 -0.63560 0.00 0.01 0.00 -0.41
C -4.49986 -3.23016 -1.57629 0.00 0.01 0.00 -0.46
C -4.44022 -2.95128 -2.93228 0.00 0.00 -0.02 -0.67
C -4.04920 -1.68485 -3.35323 -0.01 -0.01 0.00 -0.12
C -3.71430 -0.71891 -2.41787 0.00 -0.02 0.04 -1.04
C -4.35290 1.64510 -0.29940 0.01 0.01 -0.02 -0.05
C -3.84398 2.93688 -0.42022 0.03 -0.01 0.01 -0.26
C -4.69291 4.00198 -0.70428 -0.01 0.02 0.00 -0.63
C -6.05127 3.78580 -0.87721 0.01 -0.01 0.00 -0.44
C -6.56537 2.49765 -0.76777 0.00 0.00 0.00 -0.67
C -5.72061 1.43721 -0.48115 0.00 -0.01 0.00 -0.33
H -3.75396 0.54665 2.39667 0.02 0.00 -0.01 0.57
H -4.89316 -0.58450 1.63798 -0.01 0.00 -0.01 0.38
H -4.20611 -2.51032 0.41924 0.00 -0.01 -0.01 0.24
H -4.79873 -4.21523 -1.23740 0.00 0.00 0.00 0.42
H -4.68856 -3.71474 -3.65978 0.00 0.00 0.00 0.34
H -3.98969 -1.45328 -4.40999 0.00 0.00 0.00 0.39
H -3.40436 0.26428 -2.75481 -0.01 0.01 -0.01 0.25
H -2.77436 3.09396 -0.30699 -0.02 0.00 -0.01 0.40
H -4.28610 5.00204 -0.79677 0.00 0.00 0.00 0.40
H -6.71068 4.61559 -1.10351 0.00 0.00 0.00 0.35
H -7.62548 2.32185 -0.90970 0.00 0.00 0.00 0.39
H -6.12132 0.43193 -0.40680 0.00 0.00 0.00 0.33
C -1.30123 2.15476 -3.53262 -0.01 0.00 -0.02 -1.68
C 0.13332 1.88375 -3.08943 0.01 0.01 0.02 1.07
O 1.01768 2.21970 -4.16048 0.00 -0.01 0.01 -0.71
P 0.46948 3.00964 -1.67069 -0.07 -0.02 0.01 0.47
O 0.30452 4.45430 -2.39527 0.04 0.01 0.02 -0.59
O 1.96984 2.90538 -1.32357 0.07 0.02 0.05 -0.53
O -0.50696 2.90849 -0.55494 0.01 -0.02 -0.01 -0.65
P 0.39587 0.08344 -2.67336 0.00 -0.03 0.03 0.48
O -0.66964 -0.69470 -3.62661 0.04 0.01 0.03 -0.64
O 1.76198 -0.24836 -3.19401 0.00 0.01 -0.03 -1.15
O -0.00132 -0.19090 -1.25791 -0.02 -0.02 -0.04 0.16
H -1.40664 3.20055 -3.82405 0.01 -0.01 -0.01 0.48
H -1.99092 1.95437 -2.71041 0.00 0.01 0.01 0.11
H -1.54681 1.51628 -4.38039 0.00 0.01 0.01 0.43
H 1.74712 1.58036 -4.08864 -0.01 0.00 -0.01 0.41
H -0.22378 5.00196 -1.80338 -0.01 0.00 0.00 0.35
H 2.27465 2.72736 -0.34389 -0.04 0.02 -0.03 0.44
H -1.43598 -0.94618 -3.09264 -0.01 -0.02 -0.02 0.28
O 6.70576 0.71210 1.88374 0.02 -0.02 -0.01 -0.59
C 6.52566 -0.07392 0.83919 0.02 0.04 -0.02 0.40
O 7.40115 -0.81962 0.43941 0.00 -0.02 0.01 -0.69
C 5.20262 -0.01509 0.17498 -0.01 0.00 0.04 0.42
C 4.83841 -0.82286 -0.88370 0.01 0.00 -0.03 -0.86
N 3.56713 -0.52808 -1.18747 0.01 0.01 0.03 0.45
N 3.07189 0.43591 -0.41133 0.08 0.02 -0.01 -0.05
C 4.04546 0.77616 0.41397 -0.02 0.00 0.03 -0.11
C 3.81742 1.95239 1.32479 -0.02 0.01 0.00 0.59
O 4.64518 2.13307 2.25048 0.01 0.00 0.01 -0.90
O 2.82556 2.67860 1.07211 0.01 -0.02 -0.04 -0.72
H 5.86889 1.28121 2.07488 -0.02 0.00 0.01 0.48
H 5.40939 -1.56769 -1.41140 0.00 0.00 0.00 0.51
H 2.99310 -0.75956 -2.00712 -0.06 -0.04 -0.02 0.17
C -0.96032 -4.70641 -0.26803 0.01 0.00 0.00 -1.65
C -0.70031 -3.20771 -0.16066 -0.01 0.04 0.01 1.08
P 0.62955 -2.63924 0.98006 -0.02 -0.02 -0.02 0.62
C 2.10065 -3.50108 0.26608 0.00 -0.02 0.00 -0.69
C 3.36285 -3.25518 1.08971 -0.01 0.00 0.01 -1.28
C 0.27706 -3.64483 2.49045 -0.02 0.02 0.01 -0.66
C 0.82841 -2.98983 3.75503 0.01 0.01 0.00 -1.33
H -1.78305 -4.90099 -0.96173 0.00 0.00 0.00 0.46
H -1.23729 -5.13263 0.69775 -0.01 0.01 0.00 0.33
H -0.08499 -5.24644 -0.63587 0.00 0.00 -0.01 0.35
H -1.59777 -2.69331 0.19014 0.03 -0.04 -0.01 -0.84
H -0.46233 -2.77719 -1.13643 0.00 0.01 -0.01 0.13
H 2.22587 -3.09234 -0.74124 0.00 0.00 0.00 0.30
H 1.91754 -4.57592 0.16190 0.00 0.01 0.00 0.46
H 3.51792 -2.18758 1.25912 0.00 -0.01 0.00 0.20
H 4.25344 -3.64149 0.58926 0.00 0.00 0.00 0.40
H 3.29476 -3.74084 2.06595 0.00 0.00 0.00 0.36
H 0.65385 -4.66669 2.36943 0.01 0.00 0.00 0.56
H -0.81209 -3.68414 2.57149 0.01 -0.01 -0.02 0.32
H 1.91009 -2.84431 3.70821 -0.01 0.00 0.00 0.29
H 0.60581 -3.59126 4.64070 0.00 0.00 0.00 0.40
H 0.35981 -2.01372 3.88316 0.00 0.01 0.01 0.24